No. 1
DFT (the ωB97M-V functional and the def2-TZVPD basis) results for a structure of composition C11H16BrClFeINO2P at a distorted geometry.

The calculation puts the calculated total energy at -5570.3545 Ha. As for the multiplicity: 6. The HOMO energy (alpha / beta) comes out at -15.9 / -15.9 eV. Its expectation value of S² is 8.78. Its relative energy (zero: lowest compared OMol25 entry of this formula, charge and spin) is 17.09 kJ/mol. Its HOMO-LUMO gap (alpha / beta) is 7.087 / 6.360 eV. As for the net charge: +2.

The geometry in XYZ format:
```
35
C11H16BrClFeINO2P | the OMol25 dataset | the ωB97M-V functional and the def2-TZVPD basis
C -1.424 0.759 -2.963
C -0.423 0.059 -2.111
H -1.559 0.229 -3.921
H -1.107 1.792 -3.168
H -2.393 0.784 -2.434
O -0.755 -1.013 -1.462
I -2.599 2.353 1.763
Fe -1.336 1.448 -0.052
P 1.366 0.122 -2.593
C 2.179 -1.324 -1.925
C 1.423 0.042 -4.389
H 1.532 2.390 -1.839
H 2.933 1.880 -2.844
H 2.807 1.351 -1.139
C 2.239 1.577 -2.048
H 1.495 1.058 -4.803
H 2.323 -0.521 -4.678
H 2.785 -1.775 -2.723
H 1.437 -2.046 -1.567
H 0.540 -0.464 -4.804
H 2.834 -1.039 -1.093
C -2.289 -0.533 -0.339
O -2.853 -1.515 -0.091
Cl -0.653 3.239 -1.103
Br 1.751 -3.240 1.737
C 1.544 -1.346 1.690
C 2.592 -0.505 2.055
C 2.436 0.865 1.846
C 1.262 1.335 1.261
N 0.267 0.504 0.904
C 0.354 -0.813 1.190
H 3.492 -0.926 2.489
H 3.206 1.581 2.123
H 1.086 2.396 1.076
H -0.512 -1.432 0.986
```



No. 2
DFT (the ωB97M-V functional and the def2-TZVPD basis) results for a structure of composition C17H32Cl2O2P2W at a distorted geometry.

The calculation puts the calculated total energy at -2486.3076 Ha. As for the multiplicity: 3. The HOMO energy (alpha / beta) comes out at -13.1 / -13.3 eV. Its expectation value of S² is 2.30. Its relative energy (zero: lowest compared OMol25 entry of this formula, charge and spin) is 1352.31 kJ/mol. Its HOMO-LUMO gap (alpha / beta) is 5.100 / 3.629 eV. As for the net charge: +2.

The geometry in XYZ format:
```
56
C17H32Cl2O2P2W | the OMol25 dataset | the ωB97M-V functional and the def2-TZVPD basis
P 0.327 -2.076 -1.637
P 0.920 1.937 -0.578
C 0.054 -0.419 -2.107
C 1.370 0.314 -1.651
H -0.846 -0.077 -1.571
H -0.171 -0.344 -3.185
H 2.309 -0.374 -1.507
H 1.652 0.959 -2.501
C -0.379 2.527 -1.499
H -1.551 4.050 -2.148
H -1.036 1.726 -1.853
H 0.227 2.821 -2.382
C 2.232 3.098 -1.092
H 1.829 3.264 -2.101
H 3.276 2.748 -1.031
H 1.911 3.875 -0.370
C -0.643 -3.113 -2.768
H -0.382 -4.120 -2.415
H -0.290 -2.973 -3.802
H -1.719 -2.943 -2.691
C 1.949 -2.608 -2.222
H 2.637 -1.776 -2.203
H 1.858 -2.906 -3.282
H 2.405 -3.435 -1.662
W 1.753 0.161 0.396
C -1.300 3.911 -1.050
C -2.187 3.354 -0.010
C -2.635 2.138 0.047
C -2.649 -2.314 1.205
C -2.309 -2.985 0.057
C -1.007 -3.531 -0.132
C 0.279 -2.483 0.609
C 0.069 -1.011 0.868
C 2.072 -0.824 2.347
H -0.666 4.729 -0.629
H -2.662 4.065 0.666
H -2.361 1.345 -0.698
H -3.288 1.790 0.884
H -1.987 -1.957 1.998
H -3.687 -1.939 1.313
H -3.208 -3.103 -0.615
H -0.733 -4.545 -0.567
H 1.313 -2.712 0.221
H 0.229 -3.005 1.577
H -0.801 -0.858 1.566
H 0.075 -0.335 -0.108
H 2.587 -0.288 3.184
H 2.875 -1.499 1.947
H 1.242 -1.429 2.797
Cl 0.248 1.213 6.229
C -0.186 2.160 4.797
Cl 0.398 3.818 4.860
C 0.481 1.443 3.547
O -0.091 0.386 3.243
O 1.484 1.998 3.026
H -1.286 2.149 4.680
```



No. 3
DFT (the ωB97M-V functional and the def2-TZVPD basis) results for a structure of composition C2H2CaFO2 at a distorted geometry.

The calculation puts the calculated total energy at -1005.2387 Ha. As for the multiplicity: 2. The HOMO energy (alpha / beta) comes out at -4.1 / -6.8 eV. Its expectation value of S² is 0.76. Its relative energy (zero: lowest compared OMol25 entry of this formula, charge and spin) is 347.49 kJ/mol. Its HOMO-LUMO gap (alpha / beta) is 2.338 / 4.919 eV.

The geometry in XYZ format:
```
8
C2H2CaFO2 | the OMol25 dataset | the ωB97M-V functional and the def2-TZVPD basis
H -1.386 -0.187 1.424
O -0.130 1.168 0.001
C -1.036 0.319 0.261
C -0.583 -1.126 0.432
O 0.658 -1.334 0.304
F -2.163 0.334 -0.557
H -1.310 -1.905 0.135
Ca 1.855 0.402 -0.332
```



No. 4
DFT (the ωB97M-V functional and the def2-TZVPD basis) results for a structure of composition C5H8O2 at a distorted geometry.

The calculation puts the calculated total energy at -345.7660 Ha. As for the multiplicity: 1. The HOMO energy comes out at -9.8 eV. Its relative energy (zero: lowest compared OMol25 entry of this formula, charge and spin) is 102.31 kJ/mol. Its HOMO-LUMO gap is 10.743 eV.

The geometry in XYZ format:
```
15
C5H8O2 | the OMol25 dataset | the ωB97M-V functional and the def2-TZVPD basis
C -1.489 -0.739 -0.065
C -0.469 0.388 -0.108
O -1.104 1.606 -0.348
C 0.588 0.296 1.050
C 1.509 -0.538 0.133
C 0.741 0.145 -0.990
O 1.092 0.773 -1.966
H -2.331 -0.417 0.553
H -1.868 -0.925 -1.072
H -1.072 -1.665 0.349
H -0.662 1.962 -1.134
H 0.967 1.289 1.285
H 0.257 -0.175 1.975
H 2.591 -0.404 0.094
H 1.250 -1.596 0.244
```



No. 5
DFT (the ωB97M-V functional and the def2-TZVPD basis) results for a structure of composition C17H28MnNO2P2S at a distorted geometry.

The calculation puts the calculated total energy at -3101.0953 Ha. As for the multiplicity: 5. The HOMO energy (alpha / beta) comes out at -14.5 / -14.7 eV. Its expectation value of S² is 6.12. Its HOMO-LUMO gap (alpha / beta) is 7.346 / 6.464 eV. As for the net charge: +2.

The geometry in XYZ format:
```
52
C17H28MnNO2P2S | the OMol25 dataset | the ωB97M-V functional and the def2-TZVPD basis
Mn 0.207 -0.225 0.244
P -0.020 2.118 0.346
C -0.784 2.475 -1.210
C -0.830 1.480 -2.181
N -0.397 0.209 -1.773
C -0.256 -0.754 -2.706
C -0.154 -0.447 -4.062
C -0.561 0.818 -4.496
C -0.948 1.768 -3.570
C 0.152 -2.123 -2.217
P -0.439 -2.374 -0.498
H -1.204 2.781 -3.871
H 0.346 -1.174 -4.716
H -0.578 1.038 -5.563
H -0.241 -2.958 -2.818
H 1.248 -2.140 -2.228
H -3.712 2.425 -0.193
H -1.335 3.384 -1.438
H -3.741 -0.240 0.696
O -4.439 1.816 -0.078
H -4.726 1.587 -0.992
H -1.010 -0.415 1.204
O -3.149 -0.730 1.253
H -3.295 -0.416 2.165
C -2.112 -2.979 -0.896
H -2.054 -4.003 -1.301
H -2.661 -2.997 0.052
H -2.621 -2.323 -1.622
C 0.469 -3.825 0.129
H 0.144 -3.938 1.176
H 0.215 -4.727 -0.459
H 1.557 -3.637 0.122
C 1.664 2.814 0.024
H 1.575 3.909 0.050
H 2.494 2.501 0.676
H 1.993 2.542 -0.989
C -0.745 3.087 1.711
H -0.367 2.765 2.693
H -0.534 4.160 1.560
H -1.829 2.915 1.713
S -0.353 -0.624 2.519
C 1.396 -0.488 2.676
C 1.945 0.753 3.058
C 3.327 0.906 3.116
C 4.171 -0.183 2.906
C 3.617 -1.445 2.687
C 2.237 -1.619 2.613
H 1.265 1.590 3.230
H 3.753 1.886 3.320
H 5.254 -0.050 2.929
H 4.285 -2.295 2.563
H 1.784 -2.599 2.446
```



No. 6
DFT (the ωB97M-V functional and the def2-TZVPD basis) results for a structure of composition C13H15BrHgNOP.

The calculation puts the calculated total energy at -3702.9222 Ha. As for the multiplicity: 2. The HOMO energy (alpha / beta) comes out at -11.6 / -11.9 eV. Its expectation value of S² is 0.76. Its relative energy (zero: lowest compared OMol25 entry of this formula, charge and spin) is 39.25 kJ/mol. Its HOMO-LUMO gap (alpha / beta) is 9.086 / 5.885 eV. As for the net charge: +1.

The geometry in XYZ format:
```
33
C13H15BrHgNOP | the OMol25 dataset | the ωB97M-V functional and the def2-TZVPD basis
Hg -0.244 0.126 1.287
O 0.202 -5.173 -3.265
C -0.005 -4.106 -2.498
C -1.231 -3.804 -1.896
C -1.330 -2.670 -1.116
N -0.313 -1.841 -0.911
C 0.842 -2.126 -1.489
Br 2.233 -0.860 -1.176
C 1.064 -3.224 -2.291
H -0.578 -5.741 -3.340
H -2.088 -4.446 -2.038
H -2.257 -2.394 -0.631
H 2.013 -3.421 -2.756
C -2.369 3.406 -1.073
P -1.080 2.105 -0.946
C -1.178 1.232 -2.546
C 0.502 2.968 -0.865
C 1.557 2.665 -1.725
C 2.760 3.332 -1.583
C 2.931 4.265 -0.572
C 1.886 4.555 0.297
C 0.679 3.899 0.161
H -2.412 4.000 -0.162
H -3.337 2.935 -1.242
H -2.117 4.048 -1.918
H -0.985 1.940 -3.353
H -2.181 0.821 -2.654
H -0.456 0.419 -2.573
H 1.438 1.927 -2.502
H 3.568 3.114 -2.265
H 3.883 4.756 -0.448
H 2.018 5.283 1.082
H -0.133 4.098 0.849
```



No. 7
DFT (the ωB97M-V functional and the def2-TZVPD basis) results for a cluster of 5 separate species, C35H57BF12IO11 in total at a distorted geometry.

The calculation puts the calculated total energy at -3716.2289 Ha. As for the multiplicity: 1. The HOMO energy comes out at -4.5 eV. Its relative energy (zero: lowest compared OMol25 entry of this formula, charge and spin) is 587.26 kJ/mol. Its HOMO-LUMO gap is 6.063 eV. As for the net charge: -1.

The geometry in XYZ format:
```
117
C35H57BF12IO11 | the OMol25 dataset | the ωB97M-V functional and the def2-TZVPD basis
C -3.103 -0.816 0.613
C -1.983 0.351 0.878
C -1.927 1.534 -0.255
C -1.829 1.012 -1.805
C -0.977 -0.372 -2.023
C 0.129 -0.044 -3.234
C 1.415 0.669 -2.437
C 2.619 1.140 -3.454
C 4.039 0.887 -2.639
C 4.316 2.245 -1.753
C 4.736 1.867 -0.193
C 3.418 1.882 0.834
C 3.461 0.479 1.728
C 2.088 0.276 2.651
C 1.884 -1.256 3.197
B 1.513 -2.365 2.040
C -0.037 -2.798 2.424
C -0.625 -4.026 1.505
O -1.950 -4.151 1.378
O 2.275 -3.600 2.355
C 2.917 -3.936 1.064
C 2.447 -2.858 -0.114
I 1.530 -4.154 -1.681
O 1.510 -1.982 0.614
H -4.083 -0.456 0.085
H -2.555 -1.673 -0.011
H -3.326 -1.313 1.676
H -2.108 0.905 1.929
H -0.885 -0.117 0.922
H -1.094 2.354 -0.011
H -2.960 2.126 -0.170
H -2.912 0.959 -2.306
H -1.269 1.876 -2.410
H -0.336 -0.714 -1.106
H -1.675 -1.234 -2.460
H 0.552 -1.059 -3.678
H -0.327 0.660 -4.053
H 1.752 -0.128 -1.628
H 0.960 1.569 -1.842
H 2.515 0.450 -4.422
H 2.421 2.284 -3.694
H 3.966 -0.057 -1.945
H 4.870 0.751 -3.453
H 5.235 2.793 -2.263
H 3.416 2.998 -1.811
H 5.204 0.773 -0.105
H 5.561 2.615 0.233
H 3.597 2.790 1.577
H 2.397 1.971 0.260
H 4.391 0.557 2.467
H 3.659 -0.443 1.004
H 2.257 0.970 3.607
H 1.116 0.685 2.117
H 0.956 -1.236 3.946
H 2.811 -1.657 3.808
H -0.729 -1.853 2.254
H -0.162 -3.121 3.556
H 0.087 -4.784 0.966
H 4.093 -4.105 1.180
H 2.384 -4.938 0.740
H 3.379 -2.335 -0.614
C -7.970 -1.465 -1.831
C -7.186 -0.775 -2.932
O -7.480 0.631 -2.960
C -6.829 1.400 -2.030
O -6.039 0.952 -1.203
C -7.194 2.874 -2.199
F -8.536 3.071 -2.350
F -6.603 3.426 -3.298
F -6.817 3.642 -1.138
H -9.041 -1.263 -1.937
H -7.808 -2.546 -1.859
H -7.675 -1.096 -0.844
H -7.487 -1.181 -3.904
H -6.108 -0.945 -2.832
C 7.103 6.751 4.733
C 5.634 6.923 4.390
O 5.075 5.688 3.917
C 4.731 4.775 4.880
O 4.881 4.962 6.085
C 4.109 3.531 4.247
F 4.817 3.076 3.173
F 2.843 3.765 3.796
F 4.017 2.481 5.111
H 7.652 6.343 3.878
H 7.548 7.708 5.018
H 7.236 6.047 5.560
H 5.533 7.650 3.577
H 5.061 7.310 5.240
C 8.609 -2.571 0.632
C 9.394 -1.881 -0.470
O 9.100 -0.475 -0.497
C 9.751 0.294 0.432
O 10.540 -0.154 1.260
C 9.386 1.768 0.264
F 8.044 1.965 0.112
F 9.977 2.320 -0.835
F 9.763 2.536 1.324
H 7.539 -2.369 0.525
H 8.772 -3.652 0.604
H 8.905 -2.202 1.619
H 9.093 -2.288 -1.441
H 10.472 -2.052 -0.369
C -14.089 -4.652 -1.301
C -12.590 -4.651 -1.064
O -11.884 -4.372 -2.284
C -11.815 -3.054 -2.652
O -12.318 -2.136 -2.009
C -11.001 -2.894 -3.935
F -11.348 -3.798 -4.896
F -9.665 -3.064 -3.719
F -11.140 -1.664 -4.506
H -14.350 -5.348 -2.104
H -14.624 -4.940 -0.392
H -14.441 -3.663 -1.611
H -12.272 -5.645 -0.733
H -12.303 -3.943 -0.278
```



No. 8
DFT (the ωB97M-V functional and the def2-TZVPD basis) results for a cluster of 10 separate species, C25H32BBr2Cl36N6O3 in total at a distorted geometry.

The calculation puts the calculated total energy at -23265.5772 Ha. As for the multiplicity: 1. The HOMO energy comes out at -11.7 eV. Its HOMO-LUMO gap is 9.234 eV. As for the net charge: +1.

The geometry in XYZ format:
```
105
C25H32BBr2Cl36N6O3 | the OMol25 dataset | the ωB97M-V functional and the def2-TZVPD basis
C 6.905 -0.502 0.401
C 5.785 0.497 0.634
O 5.176 0.970 -0.578
C 4.061 0.351 -0.962
O 3.856 -0.833 -0.761
C 3.088 1.222 -1.674
C 1.831 1.397 -0.819
C 0.960 0.146 -0.845
C -0.030 0.052 0.325
C -0.695 1.414 0.528
Br -0.257 2.380 2.090
C -1.533 1.919 -0.365
C -1.960 1.240 -1.625
Br -2.307 3.623 -0.155
N 0.831 -0.256 1.509
C 0.945 -1.583 1.528
N 2.031 -2.285 1.583
C 2.020 -3.751 1.630
C 3.097 -4.420 0.771
N 4.376 -3.698 0.725
N 3.274 -5.721 1.416
N 2.596 -4.685 -0.562
N -0.333 -2.128 1.387
C -0.926 -1.248 0.333
B -2.519 -1.200 0.558
O -3.278 -1.969 -0.264
C -3.242 -0.398 1.674
C -2.485 -0.242 2.991
H 7.140 -0.597 -0.650
H 6.636 -1.481 0.782
H 7.792 -0.199 0.942
H 5.046 0.112 1.327
H 6.199 1.379 1.103
H 3.557 2.179 -1.856
H 2.803 0.759 -2.613
H 2.158 1.651 0.189
H 1.322 2.277 -1.187
H 0.438 0.119 -1.792
H 1.619 -0.718 -0.868
H -2.275 0.214 -1.465
H -2.802 1.768 -2.052
H -1.188 1.253 -2.383
H 1.673 0.300 1.607
H 2.908 -1.780 1.592
H 2.163 -4.072 2.658
H 1.057 -4.122 1.318
H 4.515 -3.020 1.458
H 4.582 -3.291 -0.176
H 3.896 -5.584 2.207
H 3.781 -6.318 0.772
H 3.262 -4.463 -1.287
H 1.712 -4.241 -0.753
H -0.804 -2.095 2.286
H -0.687 -1.730 -0.617
H -2.891 -2.009 -1.149
H -4.160 -0.940 1.888
H -3.562 0.555 1.256
H -2.969 0.495 3.612
H -1.438 0.003 2.870
H -2.528 -1.175 3.551
C 1.899 -8.553 3.913
Cl 2.105 -10.211 3.358
Cl 3.437 -7.692 3.771
Cl 0.673 -7.749 2.930
Cl 1.387 -8.551 5.602
C 1.063 3.747 -4.994
Cl 0.491 2.290 -5.824
Cl 2.805 3.609 -4.732
Cl 0.719 5.158 -5.982
Cl 0.249 3.916 -3.432
C 3.391 -5.008 7.228
Cl 4.250 -3.965 8.363
Cl 4.288 -6.501 7.006
Cl 1.780 -5.358 7.849
Cl 3.234 -4.174 5.663
C -4.456 3.278 -5.460
Cl -5.032 1.847 -6.314
Cl -2.707 3.153 -5.218
Cl -4.815 4.721 -6.398
Cl -5.251 3.385 -3.884
C 1.575 -2.048 -4.148
Cl 1.605 -0.290 -4.343
Cl 2.081 -2.813 -5.645
Cl 2.668 -2.479 -2.830
Cl -0.069 -2.566 -3.739
C -6.507 8.581 -5.610
Cl -6.452 10.336 -5.732
Cl -6.128 7.855 -7.180
Cl -5.313 8.031 -4.428
Cl -8.117 8.074 -5.104
C -5.256 -0.433 6.717
Cl -5.540 -1.957 5.868
Cl -3.514 -0.181 6.886
Cl -5.945 0.896 5.781
Cl -6.004 -0.491 8.307
C -9.305 11.567 -8.727
Cl -8.110 10.307 -8.409
Cl -8.565 13.149 -8.464
Cl -9.870 11.451 -10.394
Cl -10.669 11.365 -7.625
C 1.539 -0.243 6.273
Cl 2.922 -1.173 6.827
Cl 1.910 1.477 6.326
Cl 1.161 -0.684 4.580
Cl 0.174 -0.594 7.330
```



No. 9
DFT (the ωB97M-V functional and the def2-TZVPD basis) results for an isolated molecule of C4H4N2 at a distorted geometry.

The calculation puts the calculated total energy at -264.1907 Ha. As for the multiplicity: 1. The HOMO energy comes out at -8.7 eV. Its relative energy (zero: lowest compared OMol25 entry of this formula, charge and spin) is 356.42 kJ/mol. Its HOMO-LUMO gap is 9.362 eV.

The geometry in XYZ format:
```
10
C4H4N2 | the OMol25 dataset | the ωB97M-V functional and the def2-TZVPD basis
N 0.388 1.349 0.841
C 0.183 0.101 0.176
C -0.726 -0.097 -0.901
C -1.457 -0.191 -1.853
C 0.987 -0.880 0.517
N 1.533 -1.846 1.042
H 0.930 1.940 0.224
H -0.502 1.804 1.016
H 0.715 -1.939 1.672
H -2.051 -0.242 -2.734
```



No. 10
DFT (the ωB97M-V functional and the def2-TZVPD basis) results for an isolated molecule of C3H8O4 at a distorted geometry.

The calculation puts the calculated total energy at -420.0076 Ha. As for the multiplicity: 1. The HOMO energy comes out at -10.0 eV. Its relative energy (zero: lowest compared OMol25 entry of this formula, charge and spin) is 220.13 kJ/mol. Its HOMO-LUMO gap is 10.742 eV.

The geometry in XYZ format:
```
15
C3H8O4 | the OMol25 dataset | the ωB97M-V functional and the def2-TZVPD basis
C -2.115 0.726 0.114
C 1.395 -0.692 0.202
C -0.145 -0.494 -0.545
O 2.021 0.574 0.037
O 1.497 -1.174 1.511
O 0.079 0.019 -1.790
O -0.782 0.342 0.414
H -1.953 1.514 -0.752
H -2.344 1.307 0.994
H -2.826 -0.027 -0.032
H 2.036 -1.322 -0.474
H -0.765 -1.419 -0.784
H 2.153 1.059 0.818
H 0.827 -0.858 2.140
H 0.921 0.444 -1.854
```